1.
Entry from the Open Molecules 2025 dataset: the ion C5H7N2O3S with charge +1 at a distorted geometry (ωB97M-V with the def2-TZVPD basis set).

XYZ file:
```
18
C5H7N2O3S (ωB97M-V with the def2-TZVPD basis set)
C 0.830 -0.278 -0.168
C -1.732 -1.088 0.064
C -3.036 -0.815 -0.042
C 2.904 0.849 -0.077
C 3.305 -0.512 0.168
N -4.024 0.057 -0.155
N 1.414 0.877 -0.017
O -0.581 -0.092 -0.264
O -4.268 0.858 0.965
O -4.861 0.020 -1.006
S 1.794 -1.618 -0.399
H -1.287 -2.078 0.281
H 3.407 1.630 0.412
H 3.095 0.977 -1.151
H 4.046 -0.892 -0.438
H 3.298 -0.773 1.188
H -5.167 1.177 0.790
H 0.864 1.701 -0.151
```

Properties
2S+1 = 1
Frontier orbital gap = 9.03 eV
Relative energy (zero: lowest compared OMol25 entry of this formula, charge and spin) = 4.567 eV
DFT total energy = -25242.6443 eV
Net charge = +1

Atom charges from the Löwdin analysis, given in e for atoms 1 to 2:
1. C -0.6174
2. C 0.0215

2.
Entry from the Open Molecules 2025 dataset: a cluster of 2 separate species, C3H7PS3 in total at a distorted geometry (ωB97M-V with the def2-TZVPD basis set).

XYZ file:
```
14
C3H7PS3 (ωB97M-V with the def2-TZVPD basis set)
C 0.495 -1.633 -0.933
C 0.820 -2.006 0.499
C -0.083 2.451 1.130
P 2.523 0.466 -0.137
S 4.497 0.867 -0.193
S 1.843 -0.771 -1.750
S 1.975 -0.861 1.484
H 0.364 -2.480 -1.485
H -0.343 -0.962 -0.901
H -0.029 -2.054 1.253
H 1.426 -2.874 0.456
H -0.061 1.629 0.449
H -0.070 2.268 2.121
H -0.178 3.445 0.695
```

Properties
2S+1 = 1
Frontier orbital gap (alpha / beta) = 6.69 / 8.17 eV
Relative energy (zero: lowest compared OMol25 entry of this formula, charge and spin) = 3.130 eV
DFT total energy = -45016.6015 eV

Atom charges from the Löwdin analysis, given in e for atoms 1 to 2:
1. C -0.6057
2. C -0.5414

3.
Entry from the Open Molecules 2025 dataset: a structure of composition CH6NO at a distorted geometry (ωB97M-V with the def2-TZVPD basis set).

XYZ file:
```
9
CH6NO (ωB97M-V with the def2-TZVPD basis set)
C -0.648 -0.166 0.581
N 0.047 1.032 0.012
O -1.445 -0.589 -0.325
H 1.403 -1.383 0.291
H 1.992 -1.501 -0.228
H -0.305 1.866 0.508
H 1.053 0.954 0.223
H -0.112 1.146 -1.005
H -1.985 -1.358 -0.058
```

Properties
2S+1 = 1
Frontier orbital gap = 10.41 eV
Relative energy (zero: lowest compared OMol25 entry of this formula, charge and spin) = 3.352 eV
DFT total energy = -4661.4137 eV
Net charge = +1

Atom charges from the Löwdin analysis, given in e for atoms 1 to 2:
1. C -0.0563
2. N 0.1744

4.
Entry from the Open Molecules 2025 dataset: the molecule C6H5P at a distorted geometry (ωB97M-V with the def2-TZVPD basis set).

XYZ file:
```
12
C6H5P (ωB97M-V with the def2-TZVPD basis set)
C 0.061 -1.390 0.002
C -1.668 1.511 0.015
C -1.296 -1.346 -0.006
C 0.778 -0.190 -0.018
C 0.562 1.108 -0.009
C 2.003 0.699 -0.019
P -2.425 0.058 -0.003
H 0.573 -2.347 0.026
H -1.916 2.545 0.052
H -1.842 -2.282 0.003
H 2.589 0.814 0.887
H 2.580 0.820 -0.929
```

Properties
2S+1 = 1
Frontier orbital gap (alpha / beta) = 8.23 / 8.22 eV
Relative energy (zero: lowest compared OMol25 entry of this formula, charge and spin) = 3.360 eV
DFT total energy = -15584.4013 eV

Atom charges from the Löwdin analysis, given in e for atoms 1 to 2:
1. C -0.1305
2. C -0.2567

5.
Entry from the Open Molecules 2025 dataset: the ion C4H3O2 with charge +1 at a distorted geometry (ωB97M-V with the def2-TZVPD basis set).

XYZ file:
```
9
C4H3O2 (ωB97M-V with the def2-TZVPD basis set)
C -2.226 0.775 0.072
C -1.374 -0.052 -0.023
C 1.756 0.279 0.023
C -0.189 -1.236 0.083
O -0.241 -2.358 -0.131
O 0.801 -0.382 0.576
H -2.809 1.544 -0.084
H 2.209 1.142 0.608
H 2.073 0.289 -1.123
```

Properties
2S+1 = 1
Frontier orbital gap = 8.00 eV
Relative energy (zero: lowest compared OMol25 entry of this formula, charge and spin) = 3.910 eV
DFT total energy = -8277.7060 eV
Net charge = +1

Atom charges from the Löwdin analysis, given in e for atoms 1 to 2:
1. C 0.1843
2. C 0.0697

6.
Entry from the Open Molecules 2025 dataset: a cluster of 15 separate species, C44H125N7O15 in total at a distorted geometry (ωB97M-V with the def2-TZVPD basis set).

XYZ file:
```
191
C44H125N7O15 (ωB97M-V with the def2-TZVPD basis set)
C -0.539 4.034 -3.478
C 0.761 4.649 -4.081
C 1.186 3.905 -5.364
O 1.035 2.501 -5.060
C 1.375 1.667 -6.147
N 0.383 6.029 -4.393
H -0.364 2.986 -3.233
H -1.413 4.118 -4.123
H -0.779 4.616 -2.588
H 1.608 4.666 -3.396
H 2.198 4.140 -5.694
H 0.555 4.217 -6.195
H 0.689 1.827 -6.979
H 1.298 0.643 -5.782
H 2.427 1.702 -6.429
H 0.271 6.495 -3.504
H -0.580 6.028 -4.698
C 2.377 6.996 -2.054
C 3.571 6.634 -1.237
C 4.037 5.185 -1.496
O 2.988 4.259 -1.122
C 3.138 3.848 0.251
N 4.589 7.583 -1.564
H 2.469 7.036 -3.140
H 2.094 8.009 -1.766
H 1.529 6.351 -1.826
H 3.334 6.681 -0.174
H 5.007 4.935 -1.064
H 4.168 5.120 -2.576
H 4.116 3.432 0.491
H 2.492 2.978 0.363
H 2.923 4.648 0.960
H 4.097 8.418 -1.282
H 4.557 7.627 -2.573
C -6.739 2.407 -0.602
C -5.728 3.264 -1.398
C -4.580 3.842 -0.521
O -5.011 4.738 0.577
C -4.007 5.297 1.375
N -5.331 2.490 -2.532
H -6.276 1.476 -0.275
H -7.690 2.213 -1.098
H -7.020 2.936 0.308
H -6.285 4.117 -1.785
H -3.872 4.340 -1.183
H -4.091 2.999 -0.033
H -4.380 5.868 2.225
H -3.344 5.895 0.749
H -3.327 4.543 1.770
H -6.036 1.897 -2.945
H -5.189 3.145 -3.288
C 1.583 -0.352 1.597
C 0.050 -0.653 1.558
C -0.636 0.101 0.393
O -0.798 1.466 0.817
C -1.708 2.151 -0.019
N -0.114 -2.085 1.480
H 1.789 0.712 1.711
H 2.056 -0.733 0.692
H 2.006 -0.828 2.481
H -0.365 -0.325 2.511
H -1.509 -0.508 0.159
H 0.037 0.144 -0.463
H -1.205 2.112 -0.985
H -1.823 3.218 0.174
H -2.631 1.599 -0.194
H 0.216 -2.532 2.323
H -1.086 -2.325 1.344
C 3.471 -4.311 2.544
C 3.039 -4.442 4.048
C 1.558 -4.698 4.229
O 0.788 -3.664 3.702
C -0.560 -3.671 4.168
N 3.823 -5.458 4.703
H 4.556 -4.209 2.579
H 3.091 -3.350 2.198
H 3.008 -5.106 1.959
H 3.287 -3.523 4.579
H 1.275 -4.855 5.270
H 1.288 -5.599 3.678
H -0.669 -3.953 5.215
H -1.162 -4.258 3.474
H -1.102 -2.727 4.104
H 4.796 -5.201 4.791
H 3.568 -5.600 5.670
C -3.226 -3.990 -2.580
C -2.776 -5.245 -1.833
C -2.407 -6.409 -2.766
O -3.497 -6.784 -3.554
C -3.057 -7.521 -4.720
N -1.794 -4.760 -0.898
H -3.169 -3.058 -2.018
H -4.257 -4.097 -2.916
H -2.632 -3.849 -3.483
H -3.623 -5.671 -1.295
H -2.233 -7.362 -2.267
H -1.522 -6.041 -3.284
H -2.355 -6.973 -5.349
H -3.830 -7.786 -5.441
H -2.478 -8.417 -4.498
H -1.493 -5.475 -0.251
H -2.247 -4.062 -0.325
C 3.857 -0.023 -4.327
C 3.627 0.946 -3.156
C 4.847 1.082 -2.127
O 5.323 -0.156 -1.436
C 4.382 -0.680 -0.485
N 3.369 2.277 -3.640
H 4.512 -0.859 -4.083
H 4.063 0.494 -5.265
H 2.907 -0.500 -4.568
H 2.692 0.706 -2.651
H 4.650 1.822 -1.351
H 5.693 1.446 -2.710
H 3.527 -1.083 -1.029
H 4.057 0.056 0.250
H 4.905 -1.465 0.062
H 2.492 2.385 -4.128
H 3.154 2.795 -2.800
C 4.462 0.894 3.655
C 4.889 2.306 4.113
O 4.306 3.261 3.187
H 4.776 0.792 2.617
H 3.377 0.865 3.752
H 4.883 0.160 4.342
H 5.969 2.442 4.157
H 4.678 2.522 5.161
H 3.932 3.926 3.769
C 0.265 3.508 3.649
C 0.036 4.964 3.148
O 0.436 5.975 4.087
H 1.289 3.194 3.849
H -0.099 2.773 2.931
H -0.334 3.316 4.540
H -1.016 5.095 2.896
H 0.551 5.167 2.209
H -0.044 6.750 3.786
C -4.704 -4.251 1.154
C -3.474 -3.649 1.812
O -3.065 -2.446 1.144
H -4.772 -3.942 0.111
H -5.626 -3.962 1.657
H -4.543 -5.329 1.139
H -2.676 -4.391 1.821
H -3.722 -3.405 2.845
H -2.962 -1.742 1.788
C 2.092 -4.378 -1.390
C 1.246 -3.294 -1.999
O 0.159 -3.900 -2.692
H 2.856 -3.942 -0.746
H 2.584 -5.088 -2.055
H 1.472 -4.913 -0.671
H 1.782 -2.833 -2.828
H 0.903 -2.499 -1.337
H -0.511 -4.076 -2.028
C -0.290 -8.251 0.675
C 0.186 -7.084 1.514
O -0.767 -6.059 1.440
H -0.605 -7.995 -0.337
H -1.134 -8.674 1.220
H 0.346 -9.135 0.714
H 1.062 -6.716 0.979
H 0.507 -7.298 2.533
H -0.352 -5.228 1.682
C -2.928 1.548 3.171
C -3.941 0.637 2.459
O -3.987 -0.616 3.140
H -2.682 2.451 2.613
H -1.966 1.090 3.403
H -3.373 1.917 4.095
H -3.720 0.580 1.393
H -4.959 1.025 2.476
H -4.766 -0.654 3.700
C -2.846 -0.652 -3.564
C -2.663 0.654 -4.312
O -3.841 1.191 -4.772
H -3.426 -0.505 -2.653
H -1.897 -1.082 -3.243
H -3.282 -1.377 -4.251
H -2.034 0.567 -5.198
H -2.218 1.422 -3.679
H -4.418 1.327 -4.017
C 1.079 -0.560 5.615
C 1.517 0.821 6.081
O 0.318 1.527 6.333
H 0.525 -0.527 4.677
H 0.425 -1.056 6.332
H 1.884 -1.278 5.462
H 2.043 1.320 5.267
H 2.128 0.672 6.971
H 0.603 2.418 6.548
```

Properties
2S+1 = 2
Expectation value of S² = 0.754
Frontier orbital gap (alpha / beta) = 8.73 / 2.99 eV
Relative energy (zero: lowest compared OMol25 entry of this formula, charge and spin) = 0.060 eV
DFT total energy = -88781.5139 eV
Net charge = +1

Atom charges from the Löwdin analysis, given in e for atoms 1 to 2:
1. C -0.0455
2. C -0.3975

7.
Entry from the Open Molecules 2025 dataset: a cluster of 3 separate species, C4H13NO2 in total at a distorted geometry (ωB97M-V with the def2-TZVPD basis set).

XYZ file:
```
20
C4H13NO2 (ωB97M-V with the def2-TZVPD basis set)
C 0.194 1.346 -1.124
N 1.635 -1.311 -0.856
C 0.588 -0.916 0.008
C -0.198 0.126 -0.384
C 0.118 -1.938 0.976
H -0.072 1.216 -2.197
H -0.243 2.319 -0.830
H 1.252 1.605 -1.212
H 2.200 -0.568 -1.233
H 2.095 -2.186 -0.665
H -1.292 -0.021 -0.426
H -0.880 -1.732 1.340
H 0.844 -1.993 1.776
H 0.095 -2.915 0.460
H 3.887 -0.151 4.094
H 3.098 -1.511 4.230
O 3.457 -0.865 3.596
H -5.337 2.680 -3.324
H -6.138 3.649 -2.410
O -5.394 3.043 -2.449
```

Properties
2S+1 = 2
Expectation value of S² = 0.750
Frontier orbital gap (alpha / beta) = 1.31 / 6.84 eV
Relative energy (zero: lowest compared OMol25 entry of this formula, charge and spin) = 1.725 eV
DFT total energy = -9941.0720 eV
Net charge = -1

Atom charges from the Löwdin analysis, given in e for atoms 1 to 2:
1. C -0.1838
2. N 0.0714

8.
Entry from the Open Molecules 2025 dataset: the molecule C5H8N2S at a distorted geometry (ωB97M-V with the def2-TZVPD basis set).

XYZ file:
```
16
C5H8N2S (ωB97M-V with the def2-TZVPD basis set)
C -0.047 -1.973 0.533
C 0.174 -0.645 -0.092
C -0.947 0.047 -0.967
C 0.094 1.591 0.323
C 0.915 0.286 0.685
H 0.739 -2.255 1.189
H -1.886 -0.152 -0.402
H -1.053 -0.406 -2.026
H -1.161 2.088 -1.288
H -0.631 1.651 1.201
H 0.595 2.673 0.436
H 1.217 -0.042 1.676
H 2.216 -0.987 -0.059
N -0.447 1.377 -0.954
N 1.570 -0.319 -0.440
S -1.349 -2.934 0.186
```

Properties
2S+1 = 1
SMILES = S=C[C@@]12CNC[C@@H]1N2
Frontier orbital gap = 8.41 eV
Relative energy (zero: lowest compared OMol25 entry of this formula, charge and spin) = 3.046 eV
DFT total energy = -19127.3754 eV

Atom charges from the Löwdin analysis, given in e for atoms 1 to 2:
1. C -0.5466
2. C -0.5112